(1)
2 unconnected molecules or ions with the total composition C8H16O3S at a distorted geometry, computed with wB97M-V/def2-TZVPD.

Summary:
Relative energy (zero: lowest compared OMol25 entry of this formula, charge and spin) (kcal/mol): 67.1
Orbital gap (hartree): 0.3389
LUMO (eV): 0.623
SMILES string: COC(=S)OC(C)(C)C.C=CO

```
28
Properties=species:S:1:pos:R:3:nbo_charge:R:1
S -2.13441 1.24292 -0.71827 -0.25
O 0.05244 0.98095 -3.02888 -0.67
O -1.23356 -0.96277 0.24152 -0.48
O 0.00824 0.99994 0.72118 -0.54
C -0.31760 -1.24575 2.61098 -0.64
C 1.62998 2.60038 -3.40236 -0.54
C 0.39461 2.24772 -3.10045 0.13
C -1.23265 -3.03186 1.32989 -0.65
C 1.02792 -1.93179 0.42212 -0.66
C -1.03124 0.31685 0.09959 0.56
C 0.06222 2.46550 0.65250 -0.24
C -0.39946 -1.76375 1.12770 0.26
H 1.10153 2.78573 1.10201 0.20
H 2.17632 3.58055 -3.50575 0.21
H 1.46472 -1.00111 -0.01708 0.24
H 0.18411 -2.11871 3.15839 0.22
H 2.28427 1.76008 -3.64964 0.19
H -2.27849 -2.66284 1.33448 0.24
H -0.72891 1.05705 -2.55147 0.48
H -0.80267 -3.75691 2.03548 0.23
H -0.72424 2.78290 1.27011 0.20
H 0.36423 -0.40831 2.63889 0.23
H -0.09470 2.81838 -0.35495 0.21
H 1.15949 -2.69888 -0.33609 0.23
H 1.77032 -2.25203 1.19180 0.22
H -1.27350 -1.10352 3.06573 0.22
H -0.30374 2.93031 -2.72082 0.16
H -1.12523 -3.63103 0.38338 0.21
```

(2)
2 unconnected molecules or ions with the total composition C8H16O4 at a distorted geometry, computed with wB97M-V/def2-TZVPD.

Summary:
Relative energy (zero: lowest compared OMol25 entry of this formula, charge and spin) (kcal/mol): 66.2
Orbital gap (hartree): 0.3744
LUMO (eV): 0.817
SMILES string: C1COCCO1.C1COCCO1

```
28
Properties=species:S:1:pos:R:3:nbo_charge:R:1
O 1.10155 -1.69968 2.82341 -0.53
O 3.22332 -2.64289 4.42351 -0.53
O -3.23228 1.32831 -4.20557 -0.53
O -1.17125 2.84342 -3.13045 -0.54
C 3.19851 -1.25873 4.05093 -0.10
C 1.89692 -3.13094 4.61878 -0.10
C -2.21216 1.93044 -5.04483 -0.11
C -1.65035 3.15575 -4.44442 -0.10
C 2.39229 -1.06501 2.72261 -0.10
C 1.13651 -2.97769 3.32413 -0.09
C -2.18800 2.35187 -2.24757 -0.10
C -2.68811 1.04934 -2.87985 -0.10
H 2.97329 -1.55773 1.91943 0.17
H -0.80930 3.54646 -5.04894 0.20
H -1.82523 0.36576 -2.99644 0.17
H 1.94629 -4.19720 4.91218 0.20
H -2.40015 3.96450 -4.34856 0.17
H -1.73166 2.12809 -1.26414 0.20
H -2.96071 3.12896 -2.09102 0.18
H -3.48613 0.49633 -2.34807 0.20
H 2.25309 -0.00499 2.43552 0.20
H 4.21950 -0.95453 3.75009 0.19
H 1.69173 -3.63155 2.62438 0.15
H -1.36548 1.23439 -5.20010 0.17
H 2.88589 -0.60589 4.88851 0.17
H 0.08176 -3.31362 3.33357 0.20
H -2.69918 2.09211 -6.02571 0.20
H 1.41935 -2.57529 5.44861 0.16
```